Formula: C21H21FN2O4S
Source: the OMol25 dataset
Level of theory: ωB97M-V/def2-TZVPD

Geometry as XYZ:
```
50
Properties=species:S:1:pos:R:3:forces:R:3
C -0.667 -4.612 -2.468 -1.80 1.88 -1.38
N -1.903 -4.999 -1.619 4.31 0.52 -0.36
S -1.711 -4.592 -0.115 -1.41 4.10 6.93
O -2.824 -4.987 0.728 -0.48 -0.02 -1.92
O -0.497 -4.852 0.538 3.48 -1.73 -0.77
C -1.611 -2.631 0.102 2.51 -1.65 -3.12
C -0.325 -1.957 -0.085 -10.20 3.97 0.37
C -0.623 -0.517 -0.327 2.78 -1.93 0.34
C -1.792 0.173 -0.164 -1.00 -7.26 1.29
C -2.926 -0.649 0.159 -1.31 6.59 -0.58
C -2.806 -1.955 -0.007 -3.07 -2.82 2.99
H -3.798 -2.443 0.286 1.64 -0.25 -0.91
H -3.961 -0.062 0.418 2.56 -1.88 -0.83
H -1.711 1.130 -0.288 -0.34 5.63 -0.46
C 0.602 0.254 -0.635 5.15 0.19 0.73
O 1.102 0.518 -1.737 -2.08 -0.39 2.09
N 1.532 0.480 0.562 2.62 2.31 -9.65
C 1.369 0.150 1.842 -4.92 -3.80 0.66
C 0.685 1.217 2.480 9.46 0.54 1.54
C -0.375 1.657 2.874 -13.68 3.13 2.72
C -0.439 2.943 3.666 6.40 -1.17 -1.63
C 1.159 3.154 3.692 -7.65 -2.26 -1.18
O 1.728 2.144 3.014 -0.72 0.55 0.50
H 1.704 3.878 4.216 1.04 0.73 0.33
H -1.368 3.547 3.890 1.72 -0.79 -0.04
H -1.443 1.103 2.603 2.99 1.38 0.75
H 2.206 -0.212 2.384 0.83 -0.48 0.33
H 0.539 -0.690 1.640 1.74 1.05 1.84
C 2.790 1.411 0.156 -0.44 -4.00 -0.39
C 2.317 2.633 -0.488 -0.80 3.90 -1.64
C 1.078 3.371 -0.263 3.35 2.04 -2.14
C 0.666 4.651 -0.707 10.80 -6.91 -4.63
C 1.614 5.075 -1.722 -4.55 -1.76 5.93
C 2.733 4.499 -1.962 4.56 -2.37 -3.45
C 3.092 3.287 -1.439 2.87 -3.35 -1.55
H 4.020 2.689 -2.020 -2.31 1.73 2.07
H 3.216 4.958 -2.874 0.17 -0.71 1.36
F 1.522 6.191 -2.235 -1.94 6.69 -3.17
H -0.098 5.106 -0.470 -7.65 4.39 2.49
H 0.614 3.001 0.490 -3.79 -2.48 4.74
H 3.289 1.440 1.135 -0.02 0.80 -0.40
H 3.618 0.879 -0.612 -2.51 1.02 1.99
H 0.483 -2.448 -0.305 4.83 -2.36 -0.76
C -3.115 -4.522 -2.007 -0.68 -5.10 -7.82
H -3.887 -4.687 -1.451 -4.06 -1.55 4.17
H -3.401 -5.306 -2.982 0.47 2.52 2.16
H -3.252 -3.590 -2.315 0.47 4.39 -1.65
H 0.150 -4.912 -1.785 0.07 0.08 -1.27
H -0.868 -5.123 -3.483 0.96 0.37 1.84
H -0.607 -3.371 -2.811 -0.34 -3.47 1.55
```
Forces are in eV/Å.

The relative energy (zero: lowest compared OMol25 entry of this formula, charge and spin) is 355.0 kcal/mol. The LUMO energy comes out at -0.002 Ha.

Formula: C21H21IrN7O6S2
Source: the OMol25 dataset
Level of theory: ωB97M-V/def2-TZVPD

Geometry as XYZ:
```
58
Properties=species:S:1:pos:R:3:forces:R:3
Ir -1.459 0.274 -0.537 0.08 0.02 0.11
C -2.316 4.111 -0.823 -0.03 0.01 0.06
C -3.089 2.980 -0.262 -0.12 0.15 -0.05
C -4.436 3.182 0.327 0.04 -0.07 -0.03
O -2.289 2.041 0.422 0.23 -0.19 0.01
C -3.802 1.308 -2.307 -0.13 -0.48 -0.48
O -4.459 2.061 -2.872 0.30 -0.11 0.39
O -3.189 0.386 -1.878 -0.27 0.52 -0.04
H -2.269 4.923 -0.086 0.01 0.03 -0.02
H -2.797 4.512 -1.715 0.02 0.00 -0.01
H -1.294 3.822 -1.042 0.06 -0.01 -0.03
H -4.359 3.741 1.269 -0.03 0.01 0.02
H -4.952 2.240 0.533 -0.01 0.00 -0.01
H -5.055 3.770 -0.349 -0.01 0.00 0.00
H -2.824 1.590 1.101 0.02 0.08 0.05
N 0.128 -2.765 -2.695 -0.13 0.01 -0.10
C -0.454 -3.596 -1.771 -0.01 0.01 0.00
C -1.108 -2.804 -0.879 -0.03 -0.01 -0.05
N -0.911 -1.502 -1.265 -0.04 -0.06 -0.01
C -0.153 -1.507 -2.352 0.11 -0.07 0.08
C 0.210 -0.197 -2.824 -0.03 0.00 -0.05
N -0.290 0.824 -2.132 -0.15 0.01 -0.12
C 0.184 1.973 -2.720 0.09 0.01 0.07
C 0.963 1.626 -3.777 0.05 0.01 0.05
N 0.965 0.254 -3.829 0.02 -0.02 0.02
H 0.748 -3.060 -3.433 0.05 0.00 0.04
H -0.356 -4.665 -1.824 -0.01 0.00 0.00
H -1.684 -3.070 -0.011 0.01 0.00 0.01
H -0.006 2.953 -2.330 -0.07 0.04 0.02
H 1.525 2.227 -4.469 -0.01 0.00 -0.01
H 1.501 -0.306 -4.473 0.01 -0.01 0.01
O 0.921 2.254 0.634 -0.01 -0.03 0.02
C 0.469 1.405 1.347 0.11 -0.02 -0.01
N -0.009 0.156 0.848 -0.12 0.15 -0.02
S -0.910 -0.610 1.978 -0.10 -0.05 0.01
O -0.610 -1.957 2.301 0.03 0.00 0.01
O -2.264 -0.441 1.293 0.06 -0.01 0.02
C -0.614 0.493 3.291 0.02 -0.02 0.00
C -0.985 0.382 4.618 0.00 0.00 0.00
C -0.506 1.362 5.478 0.00 0.00 0.00
C 0.324 2.383 5.016 0.00 0.00 0.00
C 0.702 2.462 3.681 -0.01 0.00 0.00
C 0.221 1.497 2.815 0.00 0.02 0.00
H -1.610 -0.426 4.972 0.00 0.00 0.00
H -0.773 1.326 6.525 0.00 0.00 0.00
H 0.688 3.123 5.716 0.00 0.00 0.00
H 1.356 3.243 3.318 0.00 0.00 0.00
S 2.409 -1.841 -0.526 0.04 0.07 0.19
C 3.595 -3.015 -0.635 0.02 0.02 -0.12
N 4.088 -3.574 0.520 0.03 0.04 -0.01
C 5.079 -4.489 0.548 0.00 0.00 0.00
C 5.622 -4.908 -0.623 -0.01 0.01 -0.01
C 5.077 -4.342 -1.792 0.02 -0.02 0.00
N 4.116 -3.449 -1.811 -0.07 -0.04 -0.02
H 3.677 -3.237 1.380 0.00 0.00 0.00
H 5.387 -4.840 1.523 0.00 0.00 0.00
H 6.417 -5.635 -0.654 0.00 0.00 0.00
H 5.459 -4.647 -2.761 0.00 0.00 0.00
```
Forces are in eV/Å.

The multiplicity is 2. The relative energy (zero: lowest compared OMol25 entry of this formula, charge and spin) is 37.7 kcal/mol. The LUMO energy (spin up / spin down) comes out at -0.208 / -0.211 Ha. The total charge is +2.

Formula: C21H21N3O4
Source: the OMol25 dataset
Level of theory: ωB97M-V/def2-TZVPD

Geometry as XYZ:
```
49
Properties=species:S:1:pos:R:3:forces:R:3
O -2.504 0.904 0.150 -0.12 -0.76 0.90
O 0.966 -3.068 5.047 0.23 -1.11 1.08
N 0.474 1.275 -2.455 -0.29 -6.06 1.41
N 2.048 -3.143 -1.515 -1.09 0.93 -0.61
O -0.272 -4.716 4.044 0.21 0.27 0.63
O -0.994 -0.040 -1.153 0.23 0.42 0.53
C -1.563 1.085 -0.564 -2.31 0.79 0.05
C 0.480 -3.602 4.096 -0.60 3.27 -2.73
C 0.063 0.088 -1.944 1.28 2.77 -1.92
C 2.576 -3.218 -2.731 0.83 1.52 -2.37
C 1.154 -2.137 -1.305 0.96 1.30 -0.89
C 2.346 -2.228 -3.792 -0.52 -1.11 0.71
C -0.175 4.746 -2.149 0.78 1.44 -0.25
C 0.270 3.512 -2.602 1.82 1.46 -0.28
C 1.362 -1.235 -3.547 1.34 -0.56 -0.98
C -1.183 4.868 -1.176 1.48 -2.96 -1.46
C -0.172 2.349 -1.995 -0.91 2.29 -0.39
C 0.774 -1.154 -2.301 0.93 -1.34 1.19
C -1.197 2.401 -1.034 1.47 0.53 -0.60
C -1.702 3.685 -0.637 1.45 0.01 -1.22
N 0.717 -1.930 -0.010 0.33 1.18 1.06
C -2.122 4.358 1.766 0.61 -1.54 0.90
C -2.672 3.978 0.368 -1.32 1.95 2.48
C -0.550 -2.473 0.377 -0.32 -0.70 0.49
C 1.400 -1.147 1.043 1.13 -0.18 0.24
C -0.283 -3.436 1.547 -1.06 1.09 1.56
C 1.668 -2.027 2.290 1.02 1.62 1.26
C 0.385 -2.671 2.762 -0.60 -1.05 0.02
H -0.536 -4.889 4.963 0.23 -0.37 -0.04
H 3.342 -4.010 -2.964 -0.97 0.72 0.58
H 2.905 -2.325 -4.781 -0.97 0.19 1.57
H 0.355 5.688 -2.482 -0.79 -1.21 0.12
H 1.195 3.398 -3.265 -1.70 0.38 0.82
H 1.083 -0.454 -4.267 0.42 -0.46 0.12
H -1.517 5.790 -0.803 -0.36 1.12 0.27
H -1.420 3.509 2.161 -1.45 1.49 -0.48
H -3.018 4.503 2.426 0.99 -0.33 -0.30
H -1.549 5.276 1.800 0.18 0.22 -0.24
H -3.316 3.206 0.620 -1.38 -1.65 -0.18
H -3.275 4.870 0.081 0.19 -0.77 -0.13
H -1.279 -1.681 0.775 0.73 -0.89 -0.97
H -0.915 -3.038 -0.536 -0.18 0.76 1.25
H 2.385 -0.630 0.768 -1.39 -1.07 -0.30
H 0.772 -0.325 1.418 -0.35 0.00 -0.42
H 0.397 -4.242 1.263 -0.38 -0.16 -0.06
H -1.273 -3.753 1.952 0.76 -0.48 -0.53
H 2.399 -2.766 2.086 0.77 -0.90 -0.58
H 2.189 -1.362 3.088 -1.17 -0.98 -1.04
H -0.217 -1.788 3.114 -0.14 -1.06 -0.24
```
Forces are in eV/Å.

As for the SMILES: CCc1cccc2nc(-c3cccnc3N3CCC(C(=O)O)CC3)oc(=O)c12. The relative energy (zero: lowest compared OMol25 entry of this formula, charge and spin) is 98.2 kcal/mol. The LUMO energy comes out at -0.014 Ha.

Formula: C21H21N5O
Source: the OMol25 dataset
Level of theory: ωB97M-V/def2-TZVPD

Geometry as XYZ:
```
48
Properties=species:S:1:pos:R:3:forces:R:3
O -0.807 1.121 -5.570 0.07 -0.24 0.67
N -2.522 -1.827 3.024 2.94 -0.46 0.47
N -0.751 -0.835 1.083 0.58 -0.31 1.72
C -0.044 1.100 -4.601 -0.85 0.54 -2.18
C -1.757 0.487 -2.737 -0.08 -0.31 -0.15
C -0.471 0.880 -3.242 -0.84 -0.19 0.71
C -1.660 0.288 -1.371 0.83 0.93 -0.08
C 0.379 1.030 -2.188 -0.94 -0.46 1.05
C 2.362 0.678 1.258 -0.30 0.92 -2.17
C 2.581 1.357 0.087 -0.10 -1.62 1.25
C -0.292 -1.302 2.246 0.70 1.15 -1.85
C -1.183 -1.844 3.214 -2.25 0.31 -0.21
C -4.847 -0.671 0.492 -0.24 -1.14 0.86
C -3.962 -0.182 -0.485 0.96 0.52 -0.03
C -4.362 -1.270 1.655 -0.38 0.19 -0.69
C -2.575 -0.218 -0.298 -1.07 0.34 -1.30
C -2.964 -1.337 1.857 -0.91 0.79 -0.25
C -2.082 -0.797 0.897 0.17 -0.35 -0.39
N -0.380 0.733 -1.047 2.09 -0.09 0.51
N 1.099 -1.185 2.417 -0.82 -0.62 0.29
N 1.278 1.380 -4.826 0.35 -0.18 1.25
C 2.433 1.434 2.533 -0.65 0.96 -0.17
C -0.690 -2.458 4.459 0.09 -0.39 0.99
C 2.027 -0.822 1.346 0.51 0.56 -0.10
C 2.742 0.756 -1.299 -0.22 0.51 0.08
C 2.296 1.069 -3.802 0.59 0.44 -1.07
C 1.831 1.401 -2.371 -0.10 -0.52 0.57
H -2.627 0.405 -3.358 -0.19 -0.35 -0.08
H 2.838 2.414 0.177 -0.15 -0.16 -0.10
H -5.930 -0.700 0.322 0.52 0.30 -0.03
H -4.335 0.307 -1.390 0.01 -0.31 0.35
H -5.003 -1.729 2.429 0.31 0.45 -0.59
H -0.002 0.634 -0.079 -0.43 0.02 -1.41
H 1.434 -1.104 3.370 -0.05 -0.22 -0.47
H 1.514 1.372 -5.813 0.09 -0.01 0.37
H 3.243 1.058 3.119 0.42 -0.36 0.84
H 1.475 1.382 3.061 0.24 -0.18 0.26
H 2.629 2.509 2.377 -0.03 -0.48 -0.13
H 0.269 -1.997 4.764 -0.46 -0.54 0.07
H -0.565 -3.549 4.265 0.19 0.67 0.37
H -1.439 -2.331 5.277 0.62 -0.13 -0.68
H 1.683 -1.168 0.363 -0.27 -0.04 0.52
H 2.975 -1.353 1.528 -0.27 0.04 0.13
H 2.633 -0.335 -1.316 0.04 0.26 0.03
H 3.769 1.012 -1.559 0.24 -0.28 -0.27
H 3.183 1.717 -4.059 -0.70 -0.71 0.48
H 2.620 0.022 -3.914 -0.10 0.09 0.31
H 1.955 2.469 -2.297 -0.17 0.66 0.29
```
Forces are in eV/Å.

As for the SMILES: C/C1=C/C[C@H]2CNC(=O)c3cc([nH]c32)-c2cccc3nc(C)c(nc23)NC1. The relative energy (zero: lowest compared OMol25 entry of this formula, charge and spin) is 0.0 kcal/mol. The LUMO energy comes out at -0.013 Ha.